1.
ORCA calculation (ωB97M-V with the def2-TZVPD basis set) on a cluster of 10 separate species, C30H70N10O10 in total in a non-equilibrium geometry.

ORCA input file:
```
! RIJCOSX wB97M-V def2-TZVPD def2/J DEFGRID3
* xyz 0 1
C -2.925 -14.646 6.931
C -2.760 -13.253 6.422
O -2.008 -12.432 6.989
N -3.546 -12.958 5.372
C -3.601 -11.627 4.807
H -2.050 -15.234 6.652
H -3.793 -15.016 6.386
H -3.052 -14.565 8.010
H -4.298 -13.615 5.225
H -4.593 -11.379 4.430
H -2.898 -11.659 3.974
H -3.281 -10.886 5.539
C -8.718 -22.489 6.011
C -8.689 -22.799 7.481
O -9.408 -23.644 8.039
N -7.831 -22.021 8.144
C -7.450 -22.125 9.537
H -8.974 -21.483 5.678
H -9.568 -23.057 5.633
H -7.850 -22.923 5.514
H -7.343 -21.285 7.655
H -8.303 -22.400 10.156
H -7.259 -21.109 9.882
H -6.572 -22.732 9.759
C -3.023 -18.913 2.416
C -2.319 -20.238 2.256
O -2.867 -21.268 2.630
N -1.062 -20.264 1.795
C -0.252 -21.421 1.612
H -3.798 -18.803 1.658
H -2.343 -18.062 2.436
H -3.507 -18.885 3.393
H -0.781 -19.362 1.439
H -0.702 -22.305 2.064
H 0.740 -21.269 2.037
H -0.237 -21.677 0.552
C -5.213 -18.032 17.002
C -4.404 -18.204 15.749
O -3.620 -17.247 15.408
N -4.702 -19.227 14.949
C -3.945 -19.510 13.669
H -4.548 -18.062 17.865
H -5.938 -18.836 17.124
H -5.644 -17.031 17.007
H -5.498 -19.777 15.237
H -4.672 -19.908 12.961
H -3.228 -20.299 13.898
H -3.502 -18.592 13.284
C -10.536 -18.079 4.308
C -9.738 -19.337 3.913
O -10.396 -20.363 3.628
N -8.374 -19.318 3.791
C -7.518 -20.440 3.390
H -10.804 -18.095 5.365
H -11.539 -17.995 3.890
H -10.049 -17.144 4.033
H -7.996 -18.449 4.140
H -7.998 -21.409 3.251
H -6.754 -20.581 4.155
H -7.000 -20.294 2.442
C -4.312 -18.698 5.943
C -4.652 -19.532 7.093
O -5.163 -20.654 6.870
N -4.216 -19.131 8.297
C -4.306 -19.960 9.466
H -4.322 -17.652 6.249
H -5.040 -18.834 5.143
H -3.318 -18.998 5.611
H -3.824 -18.213 8.450
H -4.959 -20.827 9.363
H -4.688 -19.430 10.338
H -3.336 -20.348 9.774
C -3.641 -16.124 11.814
C -3.125 -16.510 10.418
O -3.765 -16.326 9.412
N -1.946 -17.155 10.494
C -1.197 -17.686 9.354
H -3.077 -16.611 12.610
H -4.657 -16.516 11.854
H -3.696 -15.044 11.950
H -1.484 -16.983 11.375
H -0.336 -18.013 9.936
H -0.951 -16.892 8.649
H -1.680 -18.545 8.886
C -3.698 -23.737 10.861
C -4.405 -23.128 12.058
O -5.061 -22.111 11.852
N -4.257 -23.630 13.261
C -4.898 -23.049 14.464
H -4.280 -24.493 10.333
H -2.761 -24.231 11.119
H -3.417 -22.973 10.136
H -3.727 -24.471 13.439
H -4.522 -23.365 15.438
H -5.973 -23.219 14.526
H -4.783 -21.968 14.546
C -5.216 -16.338 3.423
C -5.651 -14.876 3.376
O -5.988 -14.360 4.416
N -5.394 -14.217 2.263
C -5.661 -12.830 1.995
H -4.917 -16.618 2.413
H -6.081 -16.965 3.636
H -4.410 -16.458 4.147
H -5.106 -14.843 1.524
H -6.514 -12.708 1.329
H -4.795 -12.400 1.493
H -5.943 -12.241 2.868
C 2.118 -21.360 6.243
C 1.029 -21.545 5.226
O 1.062 -22.515 4.479
N 0.030 -20.607 5.142
C -0.265 -19.538 6.019
H 1.846 -21.727 7.232
H 2.290 -20.294 6.399
H 3.043 -21.854 5.944
H -0.454 -20.687 4.259
H 0.365 -19.615 6.905
H -1.313 -19.536 6.320
H -0.131 -18.648 5.404
*
```

energy relative to the best compared isomer or geometry (same formula, charge and spin) = 365.24 kJ/mol
E_LUMO = 0.02 eV
structure (SMILES) = CNC(C)=O.CNC(C)=O.CNC(C)=O.CNC(C)=O.CNC(C)=O.CNC(C)=O.CNC(C)=O.CNC(C)=O.CNC(C)=O.CNC(C)=O
orbital gap = 8.77 eV
M = 730.950 g mol⁻¹
E = -2485.133078 hartree

Mulliken atomic charge list, values in e, 2 entries: C -0.14; C 0.50

---

2.
ORCA calculation (ωB97M-V with the def2-TZVPD basis set) on an isolated molecule of C3H5NO2 in a non-equilibrium geometry.

ORCA input file:
```
! RIJCOSX wB97M-V def2-TZVPD def2/J DEFGRID3
* xyz 0 1
N 1.362 -0.057 -1.049
C 1.050 -0.065 0.264
O 1.872 -0.269 1.125
C -0.332 0.075 0.781
C -1.542 0.305 0.058
O -1.036 -1.112 0.534
H 0.599 -0.161 -1.681
H 2.293 -0.284 -1.376
H -0.332 0.306 1.834
H -2.403 0.805 0.525
H -1.530 0.456 -1.015
*
```

energy relative to the best compared isomer or geometry (same formula, charge and spin) = 202.38 kJ/mol
E_LUMO = 0.79 eV
structure (SMILES) = NC(=O)[C@H]1CO1
orbital gap = 10.68 eV
M = 87.078 g mol⁻¹
E = -322.497249 hartree

Mulliken atomic charge list, values in e, 2 entries: N -0.38; C 0.36

---

3.
ORCA calculation (ωB97M-V with the def2-TZVPD basis set) on an isolated molecule of C3H5N3O in a non-equilibrium geometry.

ORCA input file:
```
! RIJCOSX wB97M-V def2-TZVPD def2/J DEFGRID3
* xyz 0 1
C -0.822 -1.266 -0.092
C -1.747 -0.310 -0.050
C 0.010 0.752 0.055
H 2.020 -1.533 0.818
H 1.923 -1.559 -0.761
H -0.861 -2.287 -0.375
H -2.753 -0.381 -0.391
H 1.814 1.227 0.044
N 1.709 -0.956 0.036
N 0.322 -0.554 0.149
N -1.219 0.983 0.219
O 0.941 1.646 -0.206
*
```

energy relative to the best compared isomer or geometry (same formula, charge and spin) = 246.08 kJ/mol
E_LUMO = 0.52 eV
structure (SMILES) = Nn1ccnc1O
orbital gap = 8.98 eV
M = 99.093 g mol⁻¹
E = -356.763650 hartree

Mulliken atomic charge list, values in e, 2 entries: C -0.22; C -0.51

---

4.
ORCA calculation (ωB97M-V with the def2-TZVPD basis set) on a cluster of 2 separate species, C5H14NO2 in total in a non-equilibrium geometry.

ORCA input file:
```
! RIJCOSX wB97M-V def2-TZVPD def2/J DEFGRID3
* xyz -1 1
C 1.553 1.941 -1.249
C 1.615 0.455 -0.968
N 0.505 0.010 -0.116
C 0.671 0.539 1.230
C 0.345 -1.433 -0.096
C -1.019 -1.885 0.584
O -1.354 -1.178 1.717
H 2.044 2.276 -2.172
H 1.932 2.630 -0.483
H 0.549 2.341 -1.425
H 1.470 -0.019 -1.947
H 2.557 0.186 -0.466
H -0.415 0.201 1.675
H 0.724 1.625 1.272
H 1.432 0.058 1.866
H 0.263 -1.783 -1.132
H 1.117 -1.928 0.522
H -1.005 -2.968 0.831
H -1.873 -1.777 -0.126
H -1.751 1.219 -1.546
H -1.804 0.448 -0.229
O -2.281 1.107 -0.753
*
```

energy relative to the best compared isomer or geometry (same formula, charge and spin) = 167.08 kJ/mol
E_LUMO = 3.69 eV
orbital gap = 6.20 eV
M = 120.172 g mol⁻¹
E = -404.090921 hartree

Mulliken atomic charge list, values in e, 2 entries: C -1.25; C -0.56

---

5.
ORCA calculation (ωB97M-V with the def2-TZVPD basis set) on a cluster of 2 separate species, C5H14 in total in a non-equilibrium geometry.

ORCA input file:
```
! RIJCOSX wB97M-V def2-TZVPD def2/J DEFGRID3
* xyz 0 1
C 1.614 -0.264 -0.599
C 2.848 -0.818 0.201
H 2.091 0.657 -0.928
H 1.230 -0.884 -1.396
H 0.962 0.010 0.217
H 2.989 -1.906 0.223
H 2.605 -0.609 1.249
H 3.818 -0.365 0.064
C -1.964 0.236 0.631
C -1.252 1.554 0.366
C -1.838 -0.723 -0.542
H -3.038 0.462 0.623
H -1.690 -0.014 1.660
H -1.162 1.915 -0.665
H -1.814 2.396 0.793
H -1.577 -0.205 -1.467
H -2.563 -1.550 -0.612
H -0.230 1.588 0.741
H -1.031 -1.481 -0.559
*
```

energy relative to the best compared isomer or geometry (same formula, charge and spin) = 131.29 kJ/mol
E_LUMO = 1.12 eV
structure (SMILES) = CCC.CC
orbital gap = 11.93 eV
M = 74.167 g mol⁻¹
E = -198.839151 hartree

Mulliken atomic charge list, values in e, 2 entries: C -0.40; C -1.00

---

6.
ORCA calculation (ωB97M-V with the def2-TZVPD basis set) on a cluster of 2 separate species, C4H8ClIS in total in a non-equilibrium geometry.

ORCA input file:
```
! RIJCOSX wB97M-V def2-TZVPD def2/J DEFGRID3
* xyz 0 3
C -1.765 -0.117 -0.598
C -0.192 -0.100 2.213
C 2.142 -0.655 -1.134
C -0.934 1.051 -0.068
S -0.060 1.274 1.292
Cl -1.409 2.497 -0.873
I 3.911 -0.041 -0.165
H -2.780 -0.075 -0.200
H -1.338 -1.002 -0.353
H -1.808 0.027 -1.624
H 0.207 -0.031 3.234
H 2.031 -1.692 -0.960
H -1.265 -0.482 2.379
H 2.155 -0.519 -2.293
H 1.105 -0.135 -0.850
*
```

expectation value of S² = 2.009
E_LUMO (alpha / beta) = 0.47 / -1.28 eV
orbital gap (alpha / beta) = 7.12 / 8.12 eV
M = 250.532 g mol⁻¹
E = -1313.108029 hartree

Mulliken atomic charge list, values in e, 2 entries: C -1.37; C -0.63

---

7.
ORCA calculation (ωB97M-V with the def2-TZVPD basis set) on a structure of composition C48H54I2N6O2PPbS3Si in a non-equilibrium geometry.

ORCA input file:
```
! RIJCOSX wB97M-V def2-TZVPD def2/J DEFGRID3
* xyz -1 1
Pb 1.014 0.415 -0.566
C 0.835 1.897 -5.011
C 1.286 1.112 -3.809
N 1.185 1.618 -2.615
N 0.931 2.960 -2.530
C 1.232 3.562 -1.446
S 1.934 2.935 0.001
S 1.052 5.317 -1.583
C 0.418 5.746 0.075
C -1.074 5.668 0.172
C -1.887 6.041 -0.888
C -3.263 6.019 -0.755
C -3.842 5.625 0.439
C -3.036 5.236 1.494
C -1.659 5.248 1.359
C 1.975 -0.133 -4.042
C 1.897 -0.733 -5.309
C 2.777 -1.699 -5.728
C 3.818 -2.073 -4.879
C 3.906 -1.546 -3.620
C 2.955 -0.620 -3.097
O 3.024 -0.284 -1.873
H 1.616 1.939 -5.769
H 0.566 2.903 -4.699
H -0.043 1.407 -5.435
H 0.761 6.763 0.273
H 0.900 5.067 0.780
H -1.430 6.340 -1.821
H -3.886 6.317 -1.587
H -4.919 5.615 0.543
H -3.479 4.924 2.428
H -1.030 4.939 2.179
H 1.105 -0.431 -5.980
H 2.684 -2.141 -6.711
H 4.557 -2.787 -5.219
H 4.695 -1.857 -2.947
I -1.500 1.639 0.604
C -2.920 2.088 -1.610
I -4.130 0.564 -2.549
H -2.234 2.443 -2.375
H -3.612 2.884 -1.350
C -3.317 0.055 6.067
C -1.991 -0.339 6.130
C -1.093 0.115 5.183
C -1.493 0.956 4.152
C -2.829 1.338 4.101
C -3.733 0.898 5.050
Si -0.260 1.553 2.850
C 0.424 3.149 3.595
C 1.750 3.524 3.377
C 2.269 4.685 3.915
C 1.470 5.512 4.690
C 0.140 5.175 4.896
C -0.373 4.011 4.354
H -4.025 -0.288 6.809
H -1.659 -0.999 6.922
H -0.055 -0.187 5.244
H -3.166 1.975 3.293
H -4.767 1.211 4.993
H 0.872 0.600 2.888
H 2.377 2.889 2.768
H 3.305 4.944 3.738
H 1.880 6.408 5.137
H -0.493 5.823 5.490
H -1.411 3.759 4.531
C -3.043 -1.621 1.768
P -1.366 -2.278 1.309
C -0.771 -2.598 3.046
C -1.914 -4.015 0.944
H -3.621 -2.369 2.308
H -3.569 -1.333 0.863
H -2.923 -0.737 2.388
H -1.606 -2.742 3.731
H -0.183 -1.744 3.377
H -0.139 -3.483 3.040
H -2.409 -4.443 1.815
H -1.036 -4.603 0.691
H -2.603 -4.009 0.102
C 4.815 -1.957 3.448
N 3.820 -2.043 2.417
C 3.043 -3.226 2.157
C 1.932 -2.665 1.234
O 1.047 -3.322 0.739
N 2.155 -1.337 1.103
C 3.232 -1.001 1.780
N 3.677 0.256 1.866
H 5.205 -2.954 3.639
H 4.402 -1.557 4.380
H 5.645 -1.324 3.131
H 2.618 -3.657 3.066
H 3.635 -3.989 1.647
H 3.264 0.922 1.222
H 4.629 0.423 2.145
N -0.040 -1.188 -2.020
S -0.815 -2.520 -1.783
C -1.703 -2.791 -3.357
C -3.084 -2.791 -3.315
C -3.807 -2.905 -4.491
C -3.140 -3.027 -5.698
C -1.754 -3.009 -5.735
C -1.027 -2.883 -4.563
C 0.291 -3.945 -2.071
C -0.273 -5.209 -2.082
C 0.529 -6.317 -2.291
C 1.890 -6.150 -2.498
C 2.446 -4.880 -2.492
C 1.646 -3.773 -2.263
H 0.405 -1.108 -2.926
H -3.580 -2.672 -2.365
H -4.886 -2.878 -4.455
H -3.701 -3.143 -6.614
H -1.235 -3.085 -6.680
H 0.054 -2.848 -4.591
H -1.336 -5.318 -1.926
H 0.092 -7.308 -2.294
H 2.519 -7.014 -2.667
H 3.505 -4.745 -2.667
H 2.070 -2.782 -2.226
*
```

energy relative to the best compared isomer or geometry (same formula, charge and spin) = 79.81 kJ/mol
E_LUMO = 1.86 eV
orbital gap = 4.95 eV
M = 1363.269 g mol⁻¹
E = -4954.176545 hartree

Mulliken atomic charge list, values in e, 2 entries: Pb 1.40; C -1.82

---

8.
ORCA calculation (ωB97M-V with the def2-TZVPD basis set) on an isolated molecule of C2H3N3S in a non-equilibrium geometry.

ORCA input file:
```
! RIJCOSX wB97M-V def2-TZVPD def2/J DEFGRID3
* xyz 0 3
C 0.443 -1.023 -0.316
C -0.737 1.983 0.538
N -0.275 0.942 -0.194
N -0.599 -0.192 0.101
N 0.445 -2.006 0.534
S -2.203 2.691 0.647
H 1.211 -0.612 -1.006
H 0.728 0.984 -0.304
H 0.987 -2.767 0.001
*
```

expectation value of S² = 2.028
energy relative to the best compared isomer or geometry (same formula, charge and spin) = 179.90 kJ/mol
E_LUMO (alpha / beta) = -0.31 / -1.78 eV
orbital gap (alpha / beta) = 7.33 / 8.33 eV
M = 101.134 g mol⁻¹
E = -640.232684 hartree

Mulliken atomic charge list, values in e, 2 entries: C 0.00; C -0.05

---

9.
ORCA calculation (ωB97M-V with the def2-TZVPD basis set) on a structure of composition C12H15IN6PSn in a non-equilibrium geometry.

ORCA input file:
```
! RIJCOSX wB97M-V def2-TZVPD def2/J DEFGRID3
* xyz 3 1
Sn -1.613 -1.682 -1.683
C 3.611 -0.205 -0.198
N 2.516 -0.892 -0.887
C 2.658 -1.870 -1.863
C 1.411 -2.243 -2.239
N 0.504 -1.513 -1.513
C 1.221 -0.688 -0.688
P 0.508 0.502 0.497
C -0.612 1.231 -0.722
N -1.370 0.553 -1.539
C -2.072 1.447 -2.316
C -1.709 2.700 -1.936
N -0.790 2.548 -0.932
C -0.129 3.649 -0.220
C -0.607 -0.718 1.229
N -1.369 -1.538 0.551
C -2.065 -2.317 1.446
C -1.698 -1.936 2.698
N -0.780 -0.928 2.544
C -0.116 -0.215 3.643
H 4.559 -0.580 -0.569
H 3.550 -0.383 0.873
H 3.555 0.866 -0.380
H 3.609 -2.227 -2.215
H 1.134 -2.978 -2.972
H -2.774 1.155 -3.080
H -2.024 3.661 -2.309
H -0.488 4.593 -0.618
H 0.949 3.598 -0.359
H -0.356 3.608 0.843
H -2.767 -3.082 1.157
H -2.009 -2.310 3.660
H -0.470 -0.615 4.588
H -0.346 0.847 3.604
H 0.962 -0.351 3.588
I -4.585 -1.687 -1.685
*
```

E_LUMO (alpha / beta) = -14.21 / -14.31 eV
orbital gap (alpha / beta) = 4.65 / 4.55 eV
M = 519.883 g mol⁻¹
E = -1647.140677 hartree

Mulliken atomic charge list, values in e, 2 entries: Sn 1.09; C -0.73

---

10.
ORCA calculation (ωB97M-V with the def2-TZVPD basis set) on a cluster of 4 separate species, C2H14NO3 in total in a non-equilibrium geometry.

ORCA input file:
```
! RIJCOSX wB97M-V def2-TZVPD def2/J DEFGRID3
* xyz 1 1
C 0.801 2.184 0.141
C 1.911 1.216 0.425
N 1.368 -0.173 0.169
H 1.098 3.151 -0.089
H 0.051 2.206 0.924
H 0.173 1.864 -0.878
H 2.200 1.218 1.446
H 2.781 1.374 -0.183
H 0.641 -0.289 -0.638
H 2.195 -0.831 0.226
H 0.642 -0.469 1.004
H -0.805 -2.504 -2.147
H -1.867 -3.571 -2.367
O -1.499 -2.978 -1.743
H -0.400 -3.124 1.506
H -1.241 -2.417 0.301
O -0.436 -2.375 0.986
H -2.835 1.684 -0.378
H -2.536 2.239 0.910
O -2.241 1.595 0.387
*
```

energy relative to the best compared isomer or geometry (same formula, charge and spin) = 203.92 kJ/mol
E_LUMO = -3.31 eV
orbital gap = 11.64 eV
M = 100.138 g mol⁻¹
E = -364.785986 hartree

Mulliken atomic charge list, values in e, 2 entries: C -0.98; C -0.33

---

11.
ORCA calculation (ωB97M-V with the def2-TZVPD basis set) on an isolated molecule of C4H8N2O.

ORCA input file:
```
! RIJCOSX wB97M-V def2-TZVPD def2/J DEFGRID3
* xyz 0 1
O -0.144 2.044 1.974
C -0.038 1.132 1.173
N 1.116 0.863 0.482
C 1.088 0.080 -0.748
C 0.234 -1.170 -0.541
C -1.162 -0.733 -0.128
N -1.122 0.289 0.918
H 1.784 1.615 0.556
H 0.655 0.654 -1.580
H 2.124 -0.183 -0.992
H 0.658 -1.818 0.233
H 0.181 -1.738 -1.477
H -1.740 -1.568 0.279
H -1.714 -0.358 -1.004
H -1.921 0.891 0.856
*
```

energy relative to the best compared isomer or geometry (same formula, charge and spin) = 25.98 kJ/mol
E_LUMO = 0.79 eV
structure (SMILES) = O=C1NCCCN1
orbital gap = 10.36 eV
M = 100.121 g mol⁻¹
E = -341.993748 hartree

Mulliken atomic charge list, values in e, 2 entries: O -0.64; C 0.38

---

12.
ORCA calculation (ωB97M-V with the def2-TZVPD basis set) on a cluster of 3 separate species, C3H14N2O2 in total in a non-equilibrium geometry.

ORCA input file:
```
! RIJCOSX wB97M-V def2-TZVPD def2/J DEFGRID3
* xyz -1 2
C -1.131 -2.176 1.719
C -1.639 -1.524 0.405
N -0.989 -0.410 -0.255
C -0.123 0.809 0.055
N 0.334 1.088 1.422
H -0.081 -1.983 1.988
H -1.111 -3.228 1.474
H -1.776 -1.970 2.552
H -1.758 -2.399 -0.293
H -2.734 -1.283 0.498
H -1.212 -0.442 -1.241
H -0.755 1.649 -0.296
H 0.779 0.674 -0.525
H -0.417 1.475 1.997
H 0.396 0.182 1.889
H 1.562 2.370 0.879
H 1.802 3.857 0.575
O 2.139 2.978 0.367
H 2.595 0.555 -3.842
H 2.010 -0.023 -5.161
O 2.108 -0.196 -4.208
*
```

expectation value of S² = 0.750
energy relative to the best compared isomer or geometry (same formula, charge and spin) = 174.40 kJ/mol
E_LUMO (alpha / beta) = 3.57 / 3.66 eV
orbital gap (alpha / beta) = 2.30 / 7.97 eV
M = 110.157 g mol⁻¹
E = -382.581037 hartree

Mulliken atomic charge list, values in e, 2 entries: C -1.50; C -1.20

---

Which value of E does entry 7 give? -4954.176545 hartree

---

The highest E belongs to which entry? C5H14